C40H67BGe2KNO8SbSe as an isolated structure. Source: the OMol25 dataset; level of theory: ωB97M-V/def2-TZVPD.

Last column: Mulliken spin population.
Geometry (Å):
K -0.4547 -0.8307 -1.3674  0.0462
O -3.2450 1.2121 0.3916  -0.0017
H -2.9336 0.3685 0.7499  0.0006
H -3.2098 1.0804 -0.5727  0.0024
O 0.1881 -0.0953 1.0358  0.0003
O 0.6335 -1.4996 1.0652  -0.0005
N 2.9463 -4.0383 -2.6249  0.0000
C 1.6273 -3.5613 -2.1915  -0.0009
C 0.5241 -3.9321 -3.1751  0.0004
O 0.9561 -4.6005 -4.2560  0.0001
O -0.6280 -3.6641 -2.9813  0.0009
H 3.3332 -4.6897 -1.9565  0.0000
H 3.5991 -3.2713 -2.7170  0.0000
H 1.9258 -4.6759 -4.1210  0.0000
H 1.6173 -2.4794 -2.0921  0.0013
H 1.3387 -3.9562 -1.2150  0.0000
C -6.4148 -2.8260 1.0283  -0.0007
Ge -4.7056 -3.8240 1.2673  -0.0005
C -4.8576 -5.2699 -0.0907  0.0000
C -4.9601 -4.7921 2.9925  -0.0001
Ge -2.5792 -2.5560 0.9920  0.0009
C -2.5368 -1.8485 2.8920  0.0001
C -1.3182 -1.7124 3.5719  0.0000
C -1.2578 -1.1949 4.8598  0.0000
C -2.4099 -0.7533 5.5013  0.0000
C -3.6225 -0.8297 4.8275  0.0000
C -3.6758 -1.3740 3.5491  -0.0001
C -1.5222 -4.2714 1.2291  0.0004
C -1.1910 -4.9809 0.0685  0.0006
C -0.4613 -6.1633 0.1058  0.0000
C -0.0247 -6.6770 1.3216  0.0000
C -0.3428 -5.9938 2.4889  0.0000
C -1.0814 -4.8169 2.4381  -0.0004
H -7.2659 -3.5099 1.1052  0.0000
H -6.4358 -2.3517 0.0454  0.0007
H -6.5361 -2.0401 1.7767  0.0000
H -5.8149 -5.7911 0.0059  0.0000
H -4.0490 -5.9929 0.0345  0.0000
H -4.7858 -4.8570 -1.0989  0.0000
H -5.8814 -5.3822 2.9832  0.0000
H -5.0000 -4.0877 3.8259  0.0000
H -4.1148 -5.4628 3.1626  0.0000
H -0.4007 -1.9948 3.0612  0.0000
H -0.2946 -1.1258 5.3551  -0.0001
H -2.3625 -0.3426 6.5047  0.0000
H -4.5319 -0.4721 5.3000  0.0000
H -4.6405 -1.4305 3.0518  0.0000
H -1.5129 -4.5937 -0.8924  -0.0001
H -0.2363 -6.6873 -0.8193  0.0000
H 0.5490 -7.5970 1.3595  0.0000
H -0.0145 -6.3808 3.4488  0.0000
H -1.3170 -4.3081 3.3672  0.0000
C 2.9850 0.7606 -0.2015  -0.0301
C 3.0608 0.0962 -1.5432  -0.0097
O 2.0627 -0.0958 -2.2017  0.0018
C 4.3788 -0.4064 -2.0444  -0.0058
C 5.5182 -0.4252 -1.2463  0.0008
C 6.7084 -0.9414 -1.7381  -0.0006
C 6.7698 -1.4338 -3.0333  0.0009
C 5.6374 -1.4101 -3.8386  -0.0005
C 4.4480 -0.9000 -3.3468  0.0023
H 1.9986 1.2031 -0.0817  0.0352
H 3.7612 1.5208 -0.0891  0.0003
H 3.1070 0.0059 0.5820  -0.0016
H 5.4707 -0.0504 -0.2326  0.0003
H 7.5890 -0.9620 -1.1085  -0.0001
H 7.6994 -1.8352 -3.4172  0.0001
H 5.6849 -1.7897 -4.8517  0.0000
H 3.5527 -0.8679 -3.9556  0.0002
Se -2.6001 0.9634 -3.1222  0.5324
C -2.4169 3.9396 -5.2701  0.0058
C -0.9365 3.7003 -4.9967  0.0114
C -0.1150 4.9521 -5.2790  0.0021
Sb -0.6290 2.7737 -3.0320  0.0767
C -1.6340 4.1589 -1.6877  -0.0220
C -1.6116 5.6394 -2.0475  0.0056
C -1.1078 3.9069 -0.2774  0.0366
C 1.5548 3.4621 -2.6100  0.3193
C 2.4450 2.8870 -3.7038  0.0496
C 1.9278 4.9055 -2.3019  0.0054
H -2.5667 4.2545 -6.3110  -0.0006
H -2.8133 4.7321 -4.6277  0.0014
H -3.0027 3.0399 -5.0824  0.0029
H -0.5948 2.9051 -5.6681  0.0065
H -0.3830 5.7687 -4.6064  -0.0010
H -0.2974 5.3017 -6.3039  -0.0008
H 0.9563 4.7777 -5.1766  0.0009
H -2.6623 3.7935 -1.7440  0.0053
H -0.5987 6.0371 -2.1091  -0.0036
H -2.1389 6.2160 -1.2767  0.0009
H -2.1053 5.8400 -3.0003  0.0007
H -0.0408 4.1392 -0.1917  -0.0042
H -1.2548 2.8732 0.0363  -0.0096
H -1.6402 4.5371 0.4459  0.0021
H 1.6989 2.8750 -1.6964  -0.0623
H 2.4316 3.5196 -4.5977  0.0009
H 2.1282 1.8865 -4.0054  -0.0151
H 3.4960 2.8190 -3.3820  0.0084
H 1.7001 5.5788 -3.1305  0.0038
H 3.0081 4.9944 -2.1044  -0.0013
H 1.4107 5.2792 -1.4179  0.0042
C 3.1832 1.8886 3.3605  -0.0001
C 1.7503 1.5787 3.7884  0.0006
C 1.6814 1.4077 5.2956  0.0000
O 1.3730 0.3499 3.1568  -0.0006
B 0.6665 0.6812 2.0022  0.0026
O 0.4895 2.0708 1.9043  -0.0059
C 0.7229 2.5985 3.2090  -0.0020
C -0.6090 2.5806 3.9542  0.0001
C 1.2374 4.0218 3.0807  -0.0006
H 3.8085 1.0274 3.6013  0.0000
H 3.5799 2.7677 3.8734  0.0000
H 3.2311 2.0597 2.2839  0.0002
H 2.4296 0.6802 5.6164  0.0000
H 0.7009 1.0475 5.5992  0.0000
H 1.8833 2.3571 5.7993  0.0000
H -0.9740 1.5601 4.0826  0.0001
H -1.3417 3.1225 3.3553  0.0000
H -0.5318 3.0542 4.9362  0.0000
H 2.0879 4.0729 2.4016  0.0001
H 1.5352 4.4183 4.0552  0.0000
H 0.4447 4.6543 2.6786  -0.0002

As for the expectation value of S²: 0.7653. The net charge is -2. As for the spin multiplicity: 2. The value obtained for the orbital gap (spin up / spin down) is 4.347 / 4.421 eV. The HOMO energy (spin up / spin down) comes out at -1.0 / -1.1 eV.

***

A 11-piece molecular cluster, C40H67N7O12S4 overall in a non-equilibrium geometry. Source: the OMol25 dataset; level of theory: ωB97M-V/def2-TZVPD.

Last column: Löwdin charge in e.
Geometry (Å):
C 2.5618 -5.1765 3.2245  -0.0700
C 2.5092 -4.1996 2.0560  -0.2464
O 1.1522 -4.1208 1.5096  -0.2530
S 0.9680 -4.9129 0.1976  0.5434
C 1.9724 -3.9347 -0.8873  -0.0992
O 1.5111 -6.2272 0.3318  -0.2675
O -0.4322 -4.8277 -0.1065  -0.2882
H 3.4540 -4.9755 3.8096  0.0733
H 2.5235 -6.2260 2.8361  0.0915
H 1.7355 -4.9925 3.9452  0.0911
H 2.7859 -3.1629 2.3463  0.1337
H 3.2112 -4.6391 1.3615  0.0969
H 1.9730 -2.9199 -0.5574  0.0335
H 1.6615 -3.9104 -1.9029  0.0693
H 3.0160 -4.2756 -0.8158  0.0748
C -6.7873 -0.3154 3.1727  -0.0625
C -5.8215 -0.2338 2.0148  -0.2904
O -6.5153 0.1451 0.8185  -0.2394
S -5.5450 0.0167 -0.4734  0.5906
C -5.8392 -1.7287 -0.8889  -0.0939
O -6.2335 0.8356 -1.4254  -0.2865
O -4.1620 0.2174 -0.1444  -0.2950
H -7.6020 -1.0359 3.0749  0.0926
H -7.1344 0.6097 3.5738  0.0598
H -6.1454 -0.6735 3.9092  0.0468
H -4.8861 0.3195 2.2152  0.0949
H -5.5877 -1.3271 1.9302  0.1012
H -6.9081 -1.6895 -1.1636  0.0722
H -5.6831 -2.3315 0.0261  0.0658
H -5.2923 -2.1368 -1.7578  0.0541
C 3.7580 7.1728 -1.4421  -0.0643
C 4.3689 5.9315 -0.8322  -0.2324
O 4.7482 5.1209 -1.9946  -0.2811
S 5.5097 3.7395 -1.7776  0.5705
C 4.1584 2.7339 -1.2588  -0.1245
O 5.9571 3.2330 -3.0512  -0.2882
O 6.3898 3.9771 -0.6572  -0.2949
H 4.5696 7.6740 -1.9899  0.0861
H 3.4491 7.8216 -0.6229  0.0806
H 2.9743 7.0013 -2.1775  0.0793
H 5.3066 6.1682 -0.3515  0.1127
H 3.6798 5.3967 -0.1972  0.0919
H 3.4290 2.7233 -2.1292  0.0722
H 3.7780 3.1038 -0.3225  0.0484
H 4.6190 1.7232 -1.1722  0.0713
C -1.7773 2.0167 -2.0222  -0.0492
C -0.7211 2.3065 -1.0355  -0.3144
O -0.9522 3.6018 -0.6536  -0.2386
S 0.0133 4.2682 0.3962  0.5876
C -0.6767 5.9105 0.3550  -0.1126
O -0.2687 3.6261 1.6788  -0.2987
O 1.3769 4.3118 -0.0302  -0.2771
H -1.6995 1.0147 -2.4480  0.0768
H -1.5303 2.5641 -2.8925  0.0583
H -2.7791 2.1027 -1.6180  0.0814
H -0.6611 1.7141 -0.1106  0.1185
H 0.1739 2.1803 -1.6178  0.1026
H -1.6990 5.8214 0.7676  0.0793
H -0.4905 6.3347 -0.6517  0.0835
H -0.0408 6.5246 1.0751  0.0990
C -3.4446 -2.6789 3.1126  -0.1101
C -3.5845 -3.8674 3.7899  -0.1436
C -3.0896 -4.9031 3.0432  -0.1326
N -2.7066 -4.3628 1.8747  0.0240
C -2.7817 -3.0294 1.9330  -0.1230
H -3.6604 -1.7112 3.5091  0.0761
H -3.9828 -4.0336 4.8102  0.1052
H -3.0499 -5.9765 3.2085  0.1144
H -2.3294 -4.8387 1.1128  0.0982
H -2.4966 -2.3901 1.0803  0.0968
C -3.4124 -2.3756 -3.7616  -0.0945
C -2.6368 -3.2563 -2.9169  -0.1064
C -3.0725 -4.4995 -3.1500  -0.1521
N -4.1160 -4.4886 -4.0490  0.0242
C -4.2961 -3.1913 -4.4151  -0.1598
H -3.2547 -1.3311 -3.8969  0.0850
H -1.8234 -3.0292 -2.2701  0.0642
H -2.6616 -5.4353 -2.7755  0.1166
H -4.6555 -5.3012 -4.2162  0.1353
H -5.1475 -2.9667 -5.0469  0.1112
C 6.2219 -1.1897 -2.2134  -0.1335
C 6.1702 -2.1407 -1.2175  -0.1193
C 6.9297 -1.6471 -0.2141  -0.1759
N 7.3042 -0.4001 -0.5085  0.0075
C 6.9680 -0.1166 -1.8092  -0.1192
H 5.7788 -1.1766 -3.1536  0.0722
H 5.7233 -3.1153 -1.2473  0.0881
H 7.1891 -2.1170 0.7369  0.1165
H 7.8939 0.1969 0.0927  0.1694
H 7.2183 0.8236 -2.3177  0.1143
C 2.3932 2.8935 -4.4742  -0.1133
C 1.2675 2.0756 -4.5338  -0.1265
C 1.6465 0.8131 -5.0220  -0.1397
N 3.0230 0.8309 -5.2172  0.0050
C 3.5008 2.0922 -4.8754  -0.1095
H 2.4953 3.8983 -4.1050  0.0916
H 0.2002 2.3276 -4.2795  0.0988
H 1.0461 -0.0483 -5.2255  0.0950
H 3.5157 0.0125 -5.6668  0.1741
H 4.5209 2.3029 -4.9851  0.0783
C -3.3139 1.4012 4.2487  -0.1042
C -3.0267 2.0114 2.9781  -0.1036
C -4.0716 2.8644 2.6814  -0.1389
N -4.9665 2.8003 3.6930  0.0169
C -4.5114 1.8948 4.6394  -0.1508
H -2.7078 0.7343 4.8078  0.0820
H -2.1893 1.9751 2.3451  0.0551
H -4.1235 3.5686 1.8462  0.1221
H -5.9174 3.1612 3.7004  0.1539
H -5.1574 1.5891 5.4574  0.1147
C 2.0843 -0.2685 4.2604  -0.1429
C 0.7535 -0.4810 4.4571  -0.0981
C 0.0653 0.3663 3.5841  -0.1052
N 1.0050 1.0118 2.7837  0.0220
C 2.2343 0.5981 3.2272  -0.1610
H 2.9064 -0.7739 4.7151  0.0936
H 0.3527 -1.1111 5.2115  0.0910
H -0.9716 0.5410 3.4433  0.0620
H 0.8529 1.5813 1.9409  0.1195
H 3.1447 0.7744 2.6264  0.1136
C 0.2643 -0.8891 -1.7566  -0.1282
C 1.5310 -0.3427 -1.4804  -0.1361
C 1.6961 -0.2941 -0.1240  -0.1427
N 0.5314 -0.8215 0.3993  0.0138
C -0.3401 -1.1710 -0.5495  -0.1497
H -0.1916 -1.1680 -2.7158  0.0995
H 2.3063 -0.0778 -2.1956  0.0935
H 2.5911 0.1461 0.4650  0.1300
H 0.2912 -0.6531 1.4086  0.1416
H -1.3495 -1.6062 -0.2840  0.1160

As for the spin multiplicity: 1. Its SMILES is CCOS(C)(=O)=O.CCOS(C)(=O)=O.CCOS(C)(=O)=O.CCOS(C)(=O)=O.c1cc[nH]c1.c1cc[nH]c1.c1cc[nH]c1.c1cc[nH]c1.c1cc[nH]c1.c1cc[nH]c1.c1cc[nH]c1. The value obtained for the orbital gap is 8.223 eV. The HOMO energy comes out at -7.9 eV.

***

C40H68Br16Cl2F4O4SSi as an isolated structure in a non-equilibrium geometry. Source: the OMol25 dataset; level of theory: ωB97M-V/def2-TZVPD.

Last column: Löwdin charge in e.
Geometry (Å):
C 3.0731 4.7704 -1.9473  -0.2086
C 2.2022 3.9764 -0.8574  -0.6242
Cl 1.9614 5.1746 0.5576  0.5468
C 2.9196 2.6935 -0.2170  -0.5355
Cl 4.4122 3.3227 0.6852  0.6199
C 3.2423 1.5045 -1.2465  -0.2764
C 4.6797 1.6421 -1.9378  -0.2451
C 4.7735 1.1287 -3.4460  -0.0838
F 5.5780 0.7889 -1.1567  -0.0857
O 2.2590 1.7672 -2.3210  -0.2131
S 0.7671 1.0168 -2.0007  0.8430
O 0.3473 0.1905 -3.2056  -0.2827
O -0.4247 1.8944 -1.7782  -0.2667
O 1.3491 0.1664 -0.6596  -0.1983
C 2.8113 -0.0152 -0.8360  -0.2060
C 2.8939 -1.1642 -1.9468  -0.1087
C 1.9627 -2.4429 -1.6764  -0.1679
C 1.0371 -2.8698 -2.9243  -0.1808
C 0.6646 -4.4400 -2.6901  -0.1994
C -0.4998 -4.5495 -1.5645  -0.2031
C -1.9203 -4.1267 -2.1909  -0.2117
C -2.8088 -3.2197 -1.1850  -0.2458
C -2.4485 -1.6364 -1.2883  -0.2651
Si -3.8183 -0.5737 -0.4695  0.5594
C -4.3394 -1.2162 1.2811  -0.2171
C -3.1215 1.2128 -0.1559  -0.2436
C -5.3606 -0.3090 -1.6283  -0.2135
C -6.8231 -0.4218 -1.1339  -0.0659
C -7.9751 -0.1535 -2.1579  -0.1926
C -7.6103 0.2265 -3.6252  -0.2738
C -6.1449 0.3292 -4.1376  -0.0932
C -5.0019 0.0605 -3.1184  -0.0624
C 3.2713 -0.5921 0.5845  -0.3095
F 3.9916 0.2978 1.3979  0.0861
F 2.0759 -0.9063 1.3150  0.0735
F 4.0440 -1.7828 0.5100  0.0919
H 3.6181 5.6275 -1.4151  -0.0592
H 2.3122 5.2761 -2.6562  0.0804
H 3.7284 4.1194 -2.6113  0.0623
H 1.1558 3.7991 -1.2636  0.0933
H 2.2120 2.2734 0.5827  0.1266
H 5.1299 2.6863 -1.9108  0.1112
H 4.0148 1.6010 -4.1599  0.1052
H 4.7931 -0.0209 -3.5472  0.0943
H 5.8139 1.4701 -3.8316  -0.0560
H 2.6904 -0.7895 -3.0199  0.1213
H 3.9913 -1.5274 -1.9761  0.1343
H 2.6803 -3.3334 -1.5049  0.1197
H 1.3147 -2.3848 -0.7421  0.1080
H 0.0208 -2.3265 -2.8949  0.0863
H 1.5754 -2.7577 -3.9218  0.1185
H 1.5814 -5.0136 -2.2825  0.1052
H 0.2502 -4.9121 -3.6413  0.1075
H -0.2750 -3.8571 -0.6845  0.0963
H -0.5722 -5.6129 -1.1393  0.1095
H -1.7510 -3.5169 -3.1573  0.1058
H -2.5622 -5.0438 -2.4793  0.1110
H -2.6823 -3.5796 -0.0962  0.0827
H -3.9174 -3.2970 -1.5084  0.1079
H -1.4746 -1.4787 -0.6890  0.0834
H -2.2223 -1.2950 -2.3555  0.0730
H -4.7388 -0.2975 1.8500  0.0489
H -3.3980 -1.5651 1.8471  0.0000
H -5.1578 -2.0109 1.2350  -0.0097
H -3.8744 1.8119 0.4504  -0.0386
H -3.0937 1.7006 -1.2048  0.0258
H -2.0687 1.1909 0.3012  0.0391
H -6.9985 -0.6780 -0.0361  0.0896
H -9.0346 -0.2308 -1.7543  0.0853
H -8.4628 0.4367 -4.3646  0.0781
H -5.8611 0.6174 -5.2016  0.0878
H -3.9076 0.1206 -3.4359  0.0840
Br -6.0039 -4.1936 3.0098  0.6279
C -4.6375 -5.3132 2.1861  -0.6666
C -3.4637 -5.5133 3.1118  -0.7722
Br -2.3200 -3.9387 3.1593  0.6070
H -4.3670 -4.8423 1.2405  0.0375
H -5.1338 -6.2642 1.9841  0.0565
H -2.8224 -6.3156 2.7504  -0.0042
H -3.7568 -5.7240 4.1394  -0.0142
Br -3.1565 -8.8518 3.7512  0.6786
C -1.4875 -8.8938 4.7566  -0.6639
C -1.6208 -8.1755 6.0773  -0.6527
Br -1.5665 -6.2343 5.8592  0.6593
H -0.7161 -8.4726 4.1118  0.0572
H -1.2823 -9.9536 4.9160  0.0583
H -0.7736 -8.4068 6.7250  0.0586
H -2.5478 -8.4089 6.6010  0.0580
Br 8.1837 3.8379 -6.1051  0.6063
C 9.4910 3.4039 -4.7263  -0.6918
C 9.4654 1.9336 -4.3903  -0.6598
Br 7.9375 1.4950 -3.2620  0.7821
H 9.2759 4.0451 -3.8715  0.0461
H 10.4560 3.6844 -5.1515  0.0587
H 10.3421 1.6588 -3.8015  0.0588
H 9.4075 1.2906 -5.2681  0.0546
Br 5.9131 6.0117 -1.9108  0.7367
C 6.9228 7.1708 -3.1099  -0.6524
C 6.0040 7.9738 -3.9966  -0.6850
Br 5.2878 6.8848 -5.4443  0.5980
H 7.6101 6.5322 -3.6651  0.0389
H 7.4957 7.8288 -2.4540  0.0603
H 6.5527 8.7773 -4.4905  0.0632
H 5.1509 8.3961 -3.4659  -0.0091
Br -4.1959 -5.6965 10.8358  0.6034
C -3.2207 -4.5115 9.6331  -0.7475
C -4.1630 -3.7047 8.7762  -0.6809
Br -4.8949 -4.7813 7.3264  0.5948
H -2.5390 -5.1360 9.0550  0.0302
H -2.6413 -3.8580 10.2865  -0.0233
H -3.6307 -2.8893 8.2830  0.0550
H -5.0090 -3.2976 9.3293  0.0534
Br -8.1047 2.5957 -2.6174  0.8431
C -7.4660 4.4143 -2.2946  -0.6609
C -5.9644 4.4628 -2.2113  -0.6759
Br -5.3383 3.8043 -0.4909  0.6888
H -7.9584 4.7692 -1.3889  0.0477
H -7.8225 4.9948 -3.1478  0.0537
H -5.6090 5.4930 -2.2674  0.0554
H -5.4690 3.8701 -2.9808  0.0541
Br -0.3874 -2.5394 9.7495  0.6724
C 0.3492 -3.6068 8.2934  -0.6823
C 1.2448 -2.7793 7.4062  -0.6900
Br 0.2021 -1.6421 6.2154  0.6057
H -0.4953 -4.0474 7.7632  0.0037
H 0.9181 -4.3994 8.7826  0.0640
H 1.8302 -3.4209 6.7457  0.0596
H 1.9180 -2.1264 7.9613  0.0517
Br 2.9075 11.4369 -1.0589  0.6027
C 2.3697 9.6579 -0.4712  -0.6880
C 3.0942 8.5844 -1.2437  -0.6909
Br 2.3373 8.3634 -3.0273  0.6490
H 1.2858 9.6039 -0.5710  0.0544
H 2.6351 9.6157 0.5863  0.0609
H 2.9707 7.6136 -0.7607  0.0116
H 4.1572 8.7882 -1.3720  0.0348

As for the spin multiplicity: 1. The value obtained for the orbital gap is 8.096 eV. The HOMO energy comes out at -7.9 eV.

***

How do the records compare in energy relative to the best compared isomer or geometry (same formula, charge and spin)? In the order shown, they have 41.3; 6.0; 137.9 kcal per mole.
How do the records compare in total energy? In the order shown, they have -9641.46627; -4443.11022; -45057.35014 Ha.